1.
The following is a DFT calculation (ωB97M-V/def2-TZVPD) of a structure of composition C32H41F5Ge2RuS at a distorted geometry.

Geometry as XYZ:
```
82
Properties=species:S:1:pos:R:3:forces:R:3
H -0.607870 1.246064 3.638011 -0.2 0.0 0.3
H 4.921041 -5.584744 2.306139 0.0 0.0 0.0
C 2.741362 0.635206 2.425053 0.1 0.3 -0.3
H 2.305016 -0.872791 -2.177927 0.2 0.0 -0.3
H 3.046924 1.247879 0.349138 0.0 0.1 -0.1
C 2.022080 -4.752641 -0.120124 0.1 0.4 0.7
H 2.602963 -2.823824 -3.691285 0.0 0.0 0.0
C -3.515388 3.430376 -1.235575 0.0 0.0 0.0
H 1.322397 2.737039 -3.557882 0.0 0.0 0.0
C -2.248098 2.710209 -1.570697 -0.3 -0.1 0.0
H -4.103452 3.617670 -2.137562 0.0 0.0 0.0
H 2.488351 -6.605856 -1.078040 0.0 0.0 0.0
Ru 0.006715 0.762397 -0.073340 -0.2 1.3 -0.3
C -1.017249 3.427402 1.593795 0.2 -0.2 0.1
H -0.893646 -4.395368 -1.207781 0.0 0.1 0.0
H 1.912205 1.447560 -2.514437 0.0 0.0 0.0
C -1.579339 -0.715827 3.503402 0.1 0.0 0.1
H -1.263049 -3.258770 -2.498148 0.0 0.0 0.0
H -2.061604 -0.649124 2.527335 0.0 0.0 0.0
C -2.192275 2.692123 1.596332 -0.1 -0.3 -0.1
C -2.197489 1.320031 -1.927067 -0.2 0.0 0.0
F -2.177872 1.404830 1.167545 0.0 0.0 0.1
C 2.074650 -1.877965 -1.820763 -0.3 0.4 -0.5
C -3.483679 4.523526 2.399098 -0.2 0.1 0.1
H 1.619795 -3.848037 -2.667382 0.0 0.1 0.0
H 3.627683 -3.506408 2.615802 0.0 0.0 0.0
H -2.326735 -0.451198 4.252765 0.0 0.0 0.0
H 0.310813 4.698261 -0.788702 0.0 0.0 0.0
C -0.497216 -0.128045 -3.225300 0.0 -0.1 0.0
H -3.991595 0.441376 -1.149622 0.0 0.0 0.0
H 4.351990 -7.123387 0.458691 0.0 0.0 0.0
H 0.208560 -0.039311 4.521530 0.0 0.1 0.0
C 3.383237 -4.187750 1.810675 -0.6 0.3 -0.3
H 1.280410 -2.536005 3.265648 0.6 0.2 0.1
C -2.337753 5.302015 2.393895 0.0 0.2 0.0
F -4.643528 5.044374 2.772993 0.2 -0.1 -0.1
C -3.408648 3.203011 1.998829 -0.1 -0.2 0.0
C 2.312328 -3.876883 0.942952 0.3 -1.4 0.0
H 3.236422 -0.009919 3.155604 -0.2 0.0 0.0
C -0.837875 0.961214 -2.241654 -0.4 -0.5 0.0
C -0.538714 4.636320 -1.472939 0.0 -0.1 0.0
H 2.675448 1.631516 2.860736 0.0 0.1 0.0
Ge 0.922721 -0.050985 2.144282 0.3 -2.6 1.7
H -3.121457 -0.585561 -2.303160 0.0 0.0 0.0
C 3.545936 0.660610 1.125275 0.1 -0.1 0.1
C -1.140990 -2.333695 -0.515239 -0.4 0.3 -0.1
F -4.502926 2.444483 1.972844 0.1 0.1 0.0
C 4.106222 -5.346218 1.636406 0.0 -0.4 -0.4
H 0.880633 -2.515028 -3.542831 0.0 0.0 0.0
H 4.533644 1.099718 1.274429 0.0 0.0 0.0
C 1.531669 -2.691960 1.154242 -0.8 2.6 -0.9
C -0.348380 0.187163 3.607704 -0.1 0.5 0.0
C -3.389031 0.442304 -2.062395 0.1 0.0 0.0
H -2.518471 -3.771249 -1.379627 0.0 0.1 0.1
H -3.325434 4.392715 -0.762447 0.0 0.0 0.0
C 2.735438 -5.921632 -0.277764 0.4 -0.1 0.1
S 0.553724 2.742140 1.196932 -0.4 0.1 -0.4
H 3.695431 -0.347315 0.725492 -0.1 0.0 0.0
C 1.321538 2.364414 -2.528441 0.0 0.0 0.1
H -4.147372 2.841836 -0.567191 0.0 0.0 -0.1
H 0.575873 -0.185263 -3.394870 0.0 0.0 0.0
H -1.315642 -1.762798 3.668433 0.0 0.1 -0.1
F -0.052418 5.534917 2.021340 -0.1 -0.1 0.0
Ge 0.695692 -1.590269 -0.435754 1.9 -2.7 1.5
H -1.794163 -1.486622 -0.736415 -0.3 -0.1 0.0
H -4.041174 0.811118 -2.860910 0.0 0.0 0.0
C 1.296413 -2.029484 2.297058 -0.9 0.4 -0.6
C 1.767081 -2.817805 -2.988887 0.1 0.1 -0.1
H -0.966190 0.072926 -4.192584 0.0 0.1 0.0
C -1.464074 -3.499422 -1.453517 0.2 0.0 -0.1
C -0.982042 3.226974 -1.665270 0.4 0.0 -0.1
F -2.408172 6.572950 2.767751 0.0 -0.1 0.0
H -0.217487 5.072108 -2.423045 0.0 0.0 0.0
H 2.953334 -2.221031 -1.271306 -0.1 0.0 0.1
C -1.130358 4.753499 2.002253 0.2 0.3 0.1
H -1.334056 -2.609803 0.524021 0.0 0.1 0.0
H 1.211289 -4.515663 -0.793277 -0.1 0.0 0.0
C -0.081920 2.142079 -2.062642 0.3 0.9 -0.4
H -1.339502 5.260250 -1.079731 0.0 0.0 0.0
H -0.843181 -1.109809 -2.902954 0.0 0.0 0.0
H 1.829187 3.106759 -1.911818 0.0 0.0 0.0
C 3.781297 -6.213899 0.593868 0.0 0.0 0.0
```
Forces are in eV/Å.

2S+1	6
HOMO (spin up / spin down)	-0.37763 / -0.37685	Ha
E_tot	-6389.782989	Ha
gap between HOMO and LUMO (spin up / spin down)	7.9 / 4.1	eV
molecular weight	799.03	Da
expectation value of S²	8.786
total charge	+1

***

2.
The following is a DFT calculation (ωB97M-V/def2-TZVPD) of a cluster of 9 separate species, C32H41F9N3O27 in total at a distorted geometry.

Geometry as XYZ:
```
112
Properties=species:S:1:pos:R:3:forces:R:3
H 4.785414 -6.036837 2.798352 0.0 0.2 -0.1
H 2.525474 -0.945184 -2.694307 -0.2 0.1 -0.5
O -2.372143 0.597746 6.895076 0.0 0.0 0.0
O -7.291157 6.105666 -2.020435 0.1 0.0 0.0
H 0.373646 -0.965533 -2.002702 0.0 -0.2 0.2
H 0.036153 6.320352 6.835770 0.0 -0.2 0.1
H 2.019366 1.572088 -5.239447 -0.1 0.0 -0.4
O -3.470722 -0.069732 -4.715339 -0.1 -0.4 0.2
C -3.959592 0.106305 -3.397744 0.2 0.4 -0.2
O 4.897313 -1.284488 -3.128444 -0.1 0.1 0.0
F -3.061031 5.301612 -0.907733 0.0 0.0 0.0
H 2.573061 2.349345 -3.813130 0.2 0.3 0.3
O 3.074550 6.171695 5.792274 -0.3 -0.3 0.0
O 2.224078 -1.224236 3.310417 -0.1 0.1 -0.2
O 1.721299 1.771147 0.053646 0.3 -0.3 -0.1
O 6.333104 -2.548263 -4.306039 0.1 0.1 0.1
N -1.266086 -1.883394 0.260862 0.2 -0.9 0.6
C -2.804484 -0.001889 5.970361 -0.1 0.2 0.3
O -0.937099 -0.532965 -0.133113 0.0 1.0 0.2
H 2.921744 0.633032 -4.099090 0.2 -0.2 0.3
F -8.834906 -0.891771 -6.274349 0.1 0.0 0.0
C -2.964615 -0.671557 -2.576945 -0.1 -0.3 0.2
N 0.960826 -0.314650 -1.475770 0.4 0.7 -0.1
F 0.786768 2.123280 5.847013 0.0 0.0 -0.1
F 1.826951 7.938261 5.138679 0.0 0.0 0.0
O -3.671212 0.506875 5.049609 0.4 -0.4 -0.2
C 2.991279 5.274212 6.818428 0.1 -0.1 0.1
C 1.845755 0.086524 6.435883 0.1 -0.2 0.2
C -6.215113 5.619872 -2.035956 -0.1 0.1 -0.1
H 3.244981 -6.747384 2.274185 0.0 -0.1 -0.1
C -4.368723 4.526505 -2.738016 0.1 -0.2 -0.2
F -4.840625 -0.402773 3.338250 0.0 0.1 0.0
H -0.276245 1.620345 0.556999 -0.2 0.1 -0.1
F -0.087913 1.930541 -4.061459 -0.7 0.7 -0.1
H -4.978240 -0.261363 -3.331371 0.0 0.2 0.1
C 1.522241 2.093425 -1.311101 0.1 0.3 0.3
O 4.311673 -6.831757 -0.282967 0.3 0.3 0.1
H 0.873547 0.869485 1.645251 0.2 0.0 0.4
C -3.266358 -1.696223 4.554955 0.1 -0.3 -0.1
H 2.706653 0.724750 6.636566 0.0 0.1 -0.1
O 3.601058 -4.846952 -1.083545 0.0 0.0 0.0
C 7.751650 -2.762284 -4.238587 0.0 -0.2 -0.2
O -2.490152 -1.838242 -5.729404 0.1 0.0 0.0
C -8.511459 -1.759277 -5.293158 0.0 0.3 -0.1
H -10.244496 -2.231906 -4.055186 0.1 -0.1 0.2
C 4.901715 -7.201613 0.957129 -0.2 -0.3 0.0
H -3.750839 5.212890 -3.319260 0.0 0.1 0.2
C 1.934694 -0.612105 4.289217 0.2 -0.1 0.2
O 3.839221 4.501623 7.110476 0.0 0.0 0.0
H 8.257414 -2.054047 -4.894951 0.1 0.1 0.1
H 1.281066 7.385650 7.520971 0.1 0.1 -0.1
O -2.073010 -1.881161 1.086357 -0.1 0.1 -0.5
C 3.906853 -5.542003 -0.168778 -0.2 -0.1 0.0
F 9.256642 -1.933609 -2.598397 -0.1 0.0 0.0
O -7.215705 -1.442478 -4.794922 0.0 -0.3 0.1
C 0.846836 1.065412 -3.590573 0.9 -1.0 0.3
H 2.903736 -2.729581 -1.562573 -0.2 -0.1 0.0
C 1.104600 6.509557 6.896101 -0.3 -0.1 0.2
H -8.500594 -2.771646 -5.698882 0.0 0.0 -0.1
H 3.100941 -0.010950 -1.366159 -0.3 0.6 0.3
O 3.901649 -5.152388 1.126493 0.1 -0.1 -0.1
C 5.987296 -1.739105 -3.288786 0.0 0.1 -0.1
C 0.720778 1.046668 -2.063476 -0.1 0.2 0.0
H -4.103810 3.506440 -2.989196 -0.2 0.0 -0.1
H 5.979669 -7.041268 0.903163 0.0 -0.1 0.0
H -0.205585 0.394712 5.731960 0.0 0.1 0.0
H -2.889364 0.003261 3.219398 -0.1 0.0 -0.1
H 3.595095 -2.549193 0.865903 0.0 -0.4 0.2
C -7.211226 -1.741494 -3.472277 0.0 0.0 0.1
H -0.324343 1.241095 -1.864039 -0.4 -0.1 0.0
C 4.181831 -6.304646 1.935741 0.0 0.1 0.3
C 2.185044 1.416932 -4.183701 -0.2 0.2 -0.4
H 0.907133 -1.074278 0.530951 0.6 -0.4 -0.4
F -3.926548 1.437475 -3.087797 0.1 -0.2 0.0
H -9.697136 -0.546339 -3.947402 0.1 0.0 -0.1
H -3.397615 -1.086461 -1.669916 0.0 -0.2 -0.1
H 0.582066 0.065334 -3.936454 -0.2 -0.2 -0.2
O -5.750552 4.784174 -3.003018 0.1 0.0 0.2
C -9.375172 -1.580973 -4.067153 -0.3 -0.1 0.1
O -6.224222 -1.833813 -2.809900 -0.1 0.0 0.0
C 0.466008 -0.297329 -0.077281 -1.2 -0.4 0.7
H -2.093953 -0.068397 -2.318597 -0.1 0.2 -0.1
O -2.467535 -1.280119 5.665607 0.0 0.1 -0.1
H -4.508183 3.951281 -0.620972 0.1 0.0 0.1
O -2.569018 -1.705232 -3.478656 0.0 0.2 0.0
H -2.695778 -2.340170 3.890708 0.1 0.0 0.1
C 0.655702 1.057146 0.607583 -0.1 0.2 -0.3
O 1.793208 5.381261 7.446086 0.1 0.1 -0.2
H 3.638259 -0.853118 0.550082 -0.1 0.3 0.1
H 2.506302 2.265952 -1.717189 0.3 -0.1 -0.2
O -8.462526 -1.922624 -3.011650 0.1 0.0 -0.2
C -2.814185 -1.266344 -4.748865 0.1 0.1 -0.1
C 8.036577 -2.478083 -2.783321 0.2 0.3 0.0
H 1.460172 -0.301497 7.373917 0.0 -0.2 -0.1
H 4.671838 -1.911005 -0.386735 0.4 0.0 0.0
C 2.387454 -0.772480 -1.640064 1.1 -1.3 -0.5
O -5.258878 5.804971 -1.071278 -0.1 -0.4 0.0
O 2.228671 -0.984749 5.549877 -0.1 0.2 -0.1
H 8.006647 -3.774862 -4.537415 -0.2 0.0 0.0
C 1.763593 6.648395 5.544497 0.2 0.3 0.1
C -3.626677 -0.371033 3.933090 -0.4 0.1 0.0
O 1.248520 0.562755 4.278860 -0.2 -0.3 0.0
C 3.700180 -1.825298 0.079263 -0.2 -0.1 -0.1
N 2.647804 -1.979358 -0.937468 -0.1 0.4 0.4
O 7.039135 -1.513036 -2.464066 -0.2 -0.3 0.0
F 4.660421 -8.508029 1.192743 0.0 0.0 -0.1
H 0.975345 3.026932 -1.397166 -0.2 0.3 0.0
H -4.147916 -2.233186 4.906177 -0.1 0.1 0.0
C 0.800616 0.793163 5.613558 0.1 0.4 0.1
H 1.306355 6.049580 4.754786 0.0 0.1 -0.1
H 7.925311 -3.339280 -2.122770 0.1 0.0 0.1
C -4.277981 4.807075 -1.258803 0.1 0.4 0.0
```
Forces are in eV/Å.

2S+1	1
HOMO	-0.45505	Ha
E_tot	-4338.272601	Ha
gap between HOMO and LUMO	8.7	eV
molecular weight	1070.66	Da
total charge	+1

***

3.
The following is a DFT calculation (ωB97M-V/def2-TZVPD) of a structure of composition C32H41FGeN5O5W at a distorted geometry.

Geometry as XYZ:
```
86
Properties=species:S:1:pos:R:3:forces:R:3
H 4.219650 -3.310870 3.289442 0.0 0.0 0.0
H 2.237671 3.717376 -3.189636 0.0 0.0 0.0
C 3.571081 -1.478152 4.258829 0.1 -0.1 0.0
Ge -0.662700 1.635321 -1.625160 0.7 2.5 -1.2
H -2.855108 -0.048129 -5.739162 0.0 0.0 0.0
C -2.110074 -1.026473 -4.011346 -0.4 -0.6 -0.2
C 1.274383 3.623537 -2.681907 0.0 0.0 -0.1
C 4.643602 -2.369547 3.650454 -0.1 0.0 -0.1
H -0.584682 -0.505778 6.695327 0.0 0.0 -0.1
H -2.078998 -5.790996 -0.248107 0.0 0.0 0.0
H 5.205946 -1.892665 2.847058 0.0 0.0 0.0
C -0.672903 2.192455 0.313732 -0.1 -0.9 0.2
O -2.758088 -0.375679 -0.810042 -1.3 -0.5 0.5
C -0.410041 -7.200209 -1.820368 0.0 -0.1 0.0
H -4.811172 0.213095 -2.693758 0.0 -0.1 0.0
C -0.939088 3.687289 0.298148 0.0 0.1 0.0
C -1.293989 5.689202 1.791447 0.0 -0.1 0.1
O -0.757344 -0.926871 0.680667 0.4 0.1 0.7
H -0.147452 4.224874 -0.227088 0.0 0.0 0.0
C -1.016973 4.186653 1.751701 0.0 0.2 -0.1
C -0.471734 -5.771733 -1.687663 0.0 -0.2 0.0
N -0.351992 -8.343845 -1.919729 0.0 0.2 0.0
H -1.353115 6.032419 2.823237 0.0 0.0 0.0
H 0.294563 1.932469 0.745519 0.1 0.0 -0.1
C 2.598188 -1.332974 2.019157 0.1 -0.1 0.1
H -1.447837 1.644843 0.847153 -0.1 0.1 0.1
H 2.466297 -0.130505 6.409780 0.0 0.0 0.0
C 0.287725 -0.999795 1.519715 -0.3 0.0 -0.2
H -5.215672 -1.489350 -2.790753 0.0 0.0 0.0
C -1.436240 -0.467289 4.728516 0.0 0.0 0.1
H 0.021815 -0.942078 -4.986191 0.0 0.0 0.0
H 2.651766 -3.025027 5.426447 0.1 0.0 0.0
H 1.115264 -5.382621 -3.095973 0.0 0.0 0.0
H -1.822290 2.430894 -2.246870 -0.3 -0.5 -0.1
C 0.887170 -0.913263 5.205743 0.2 0.0 0.1
W -0.944867 -0.813926 -1.227709 1.2 -1.9 3.0
N -0.565321 -3.028347 -1.397317 -0.3 0.2 -0.7
H 3.973226 -0.475840 4.417773 -0.1 0.1 0.0
C 0.229586 4.417705 -3.460126 0.0 0.0 0.0
C 0.314999 -3.595493 -2.239984 0.2 0.1 0.1
H -0.173115 6.453718 -4.106309 0.0 0.0 0.0
C 1.582166 -1.172813 1.077840 0.0 0.0 -0.2
C 0.393650 -4.957835 -2.412275 0.1 -0.1 0.0
H -2.105400 -3.329239 -0.039729 -0.1 0.1 0.1
H 3.919515 -2.121551 6.250757 0.0 0.0 0.0
F -2.635288 -0.176924 5.203741 0.0 0.0 0.0
H -0.743595 4.339630 -2.963871 0.0 0.0 0.0
H 1.638392 -1.503606 7.116058 0.0 0.0 0.0
H 0.939624 1.659876 -3.543842 0.0 0.0 0.0
H 1.529762 6.010533 -4.159871 0.0 0.0 0.0
C 0.605704 5.890797 -3.592013 0.0 0.0 0.0
C 1.109389 -1.041644 3.816276 0.1 0.0 0.0
H 0.989794 -2.928349 -2.757907 0.0 0.0 0.0
H -2.243437 5.929509 1.310148 0.0 0.0 0.0
O 0.947980 -0.875228 -1.182782 0.2 0.1 -0.3
C 0.030568 -0.892567 2.911387 0.0 0.0 0.1
N 2.387625 -1.297410 3.315157 0.0 0.1 0.1
N -2.752836 -1.387806 -1.803159 -0.1 1.0 -0.6
O 0.161850 -0.848175 -4.023945 0.8 0.0 -0.4
H -0.500889 6.253216 1.298210 0.0 0.0 0.0
C -4.582584 -0.717112 -3.240483 -0.2 0.4 -0.3
C -1.410181 -3.816835 -0.705129 0.1 0.1 0.0
H 5.360994 -2.608784 4.434030 0.0 0.0 0.0
H 1.800960 1.624536 -2.021665 0.0 0.0 0.0
C -0.380813 -0.621245 5.636163 -0.1 0.0 0.1
C -2.319745 -0.966306 -5.483686 -0.1 -0.1 0.1
C 1.979305 -1.189937 -0.348415 -0.1 0.1 0.2
H 3.606468 -1.500715 1.671394 0.0 0.0 0.0
H -1.809386 3.642896 2.274425 0.0 0.0 0.0
H -2.936849 -1.807696 -5.805387 0.0 0.0 0.0
H -1.881080 3.911818 -0.209775 0.0 0.0 0.0
H 0.762920 6.346723 -2.611162 0.0 0.0 0.0
H 1.411126 4.070246 -1.693037 0.0 0.0 0.0
C 3.067932 -2.024575 5.580238 -0.2 0.0 0.0
H -2.092508 -0.495609 2.704196 0.0 0.0 0.0
C 0.985715 2.120423 -2.552605 0.1 -0.1 0.1
O 3.069571 -1.431222 -0.748358 0.1 0.0 -0.1
H -0.072659 3.966073 2.257196 0.0 0.0 0.0
H -4.826511 -0.592073 -4.292846 0.0 0.1 0.1
H 0.103407 3.973836 -4.454288 0.0 0.0 0.0
H -1.406431 -0.985808 -6.077164 0.0 0.0 0.0
C 2.020656 -1.102899 6.179137 0.0 0.0 -0.1
N -0.978368 -0.939665 -3.378709 -0.4 0.2 -0.8
C -1.389199 -5.184534 -0.818413 0.0 -0.2 0.0
C -3.188364 -1.058029 -3.015183 -0.2 -0.2 0.0
C -1.261113 -0.608283 3.384674 0.0 0.0 -0.1
```
Forces are in eV/Å.

2S+1	1
HOMO	-0.61537	Ha
E_tot	-4136.800304	Ha
gap between HOMO and LUMO	5.2	eV
molecular weight	851.16	Da
total charge	+3